Molecular formula: C33H28AuFN4O4S3
Method: DFT, ωB97M-V with the def2-TZVPD basis set

```
74
C33H28AuFN4O4S3 | the OMol25 dataset | ωB97M-V with the def2-TZVPD basis set
Au -0.3389 0.2321 0.0121
C -7.8699 -0.5749 -0.9563
C -6.5562 -0.3230 -0.2827
C -5.6028 0.5146 -0.8513
C -4.4158 0.7884 -0.1924
C -4.1838 0.2331 1.0498
C -5.1155 -0.6036 1.6327
C -6.2896 -0.8888 0.9602
S -2.6260 0.5744 1.8631
O -2.0302 1.7366 1.2263
O -2.8148 0.6063 3.2858
N -1.6462 -0.6217 1.3610
C -1.3576 -1.8056 1.9499
C -2.1035 -2.3978 2.9561
C -1.7493 -3.6490 3.4597
C -0.6705 -4.3475 2.9756
C 0.1221 -3.7893 1.9569
C 1.2558 -4.4186 1.3971
C 1.9982 -3.7783 0.4405
C 1.6179 -2.4867 0.0483
N 0.5642 -1.8959 0.5435
C -0.2105 -2.5007 1.4581
H -7.9015 -0.1193 -1.9418
H -8.6712 -0.1461 -0.3553
H -8.0709 -1.6413 -1.0522
H -5.7974 0.9794 -1.8066
H -3.6747 1.4541 -0.6070
H -4.9299 -1.0002 2.6180
H -7.0176 -1.5430 1.4153
H -2.9463 -1.8560 3.3517
H -2.3561 -4.0701 4.2475
H -0.4152 -5.3176 3.3738
H 1.5319 -5.4060 1.7375
H 2.8682 -4.2339 -0.0046
H 2.1892 -1.9182 -0.6721
O 0.6786 -0.9364 -5.3498
C 1.7538 -0.2605 -4.9270
C 2.8310 -0.1456 -5.8102
C 3.9700 0.5441 -5.4542
C 4.0666 1.1343 -4.1995
C 3.0176 1.0197 -3.3143
C 1.8511 0.3304 -3.6527
C 0.7964 0.2028 -2.6308
O 0.9428 0.8339 -1.5329
N -0.2149 -0.5788 -2.9442
N -1.0812 -0.8704 -1.9573
C -2.0744 -1.6336 -2.1732
S -3.0557 -2.2346 -0.8623
C -4.4200 -2.7913 -1.9568
C -3.8003 -3.3764 -3.2039
S -2.5018 -2.2298 -3.7856
H 0.0235 -0.9621 -4.6137
H 2.7433 -0.6224 -6.7747
H 4.7922 0.6190 -6.1529
H 4.9622 1.6679 -3.9176
H 3.0745 1.4535 -2.3272
H -5.0464 -1.9277 -2.1821
H -4.9973 -3.5254 -1.3969
H -4.5265 -3.4765 -4.0088
H -3.3346 -4.3411 -3.0035
F 6.2243 1.7129 -0.2860
C 5.0080 1.5456 0.2730
C 4.6218 0.2765 0.6876
C 3.3859 0.1091 1.2614
C 2.4765 1.1931 1.3846
C 1.1989 1.0317 1.9268
C 2.9227 2.4688 0.9490
C 4.1783 2.6505 0.4283
H 5.3045 -0.5499 0.5582
H 3.0865 -0.8608 1.6286
H 0.5851 1.8985 2.1086
H 0.9547 0.1424 2.4822
H 2.2533 3.3069 1.0541
H 4.5386 3.6254 0.1406
```

Charge   0
Energy relative to the best compared isomer or geometry (same formula, charge and spin)   24.4 kcal/mol
Kohn-Sham gap (spin up / spin down)   0.2268 / 0.2399 Ha
E   -87739.513 eV
Spin multiplicity   1

Atom charges from the Mulliken analysis, given in e for atoms 1 to 2: 1.156 -1.662

=====

Molecular formula: C8H8O2
Method: DFT, ωB97M-V with the def2-TZVPD basis set

```
18
C8H8O2 | the OMol25 dataset | ωB97M-V with the def2-TZVPD basis set
C 2.3513 1.3517 -1.2697
C -1.3516 1.3154 -0.7366
C 1.6203 0.4129 -1.1671
C -0.4617 1.1239 0.3902
C -1.6136 0.7685 -1.9115
C -0.2213 -2.5193 1.1135
C -0.6504 -1.3640 0.6621
C 0.0639 -0.0094 0.9315
O -1.9458 0.3572 -2.9720
O 1.0221 0.1926 1.8686
H 3.0933 2.1082 -1.2182
H -1.7396 2.3966 -0.6751
H 0.9173 -0.3603 -1.1725
H -0.2708 2.0491 0.9188
H -0.7941 -3.4987 0.8798
H 0.5524 -2.5606 1.8016
H -1.4995 -1.2154 0.0946
H 0.9279 -0.5482 2.4620
```

Charge   0
Energy relative to the best compared isomer or geometry (same formula, charge and spin)   106.7 kcal/mol
Kohn-Sham gap   0.2957 Ha
SMILES   C=C/C(O)=C\C=C=O.C#C
E   -12514.866 eV
Spin multiplicity   1

Atom charges from the Mulliken analysis, given in e for atoms 1 to 2: -0.533 -0.639

=====

Molecular formula: C5H6N2O
Method: DFT, ωB97M-V with the def2-TZVPD basis set

```
14
C5H6N2O | the OMol25 dataset | ωB97M-V with the def2-TZVPD basis set
C -0.8011 -0.7268 -1.0178
C 0.6222 -0.2144 -0.7446
C 1.2286 0.0898 0.4777
C -0.9859 0.3611 1.5416
C 1.2716 0.4618 -2.0576
H -0.7960 -1.3682 -1.7397
H -1.1571 0.4612 -1.2560
H -1.3887 -0.8929 -0.0577
H 2.4239 0.2673 0.5791
H 0.5725 -0.4426 2.6361
H -1.3719 0.6284 0.5543
N 0.3326 0.0907 1.5251
N 1.6780 1.1940 -2.9696
O -1.6287 0.0906 2.5289
```

Charge   0
Energy relative to the best compared isomer or geometry (same formula, charge and spin)   100.6 kcal/mol
Kohn-Sham gap   0.3437 Ha
SMILES   C/C(C#N)=C\NC=O
E   -10305.240 eV
Spin multiplicity   1

Atom charges from the Mulliken analysis, given in e for atoms 1 to 2: -1.305 0.431

=====

Molecular formula: H16O8
Method: DFT, ωB97M-V with the def2-TZVPD basis set

```
24
H16O8 | the OMol25 dataset | ωB97M-V with the def2-TZVPD basis set
O -2.5392 -0.5131 -1.4468
H -2.2321 -0.0788 -2.2426
H -1.8342 -0.3795 -0.8132
O 1.2699 2.5055 -1.8048
H 1.7359 2.2668 -1.0035
H 1.6015 1.8975 -2.4655
O -0.9203 2.6369 1.3928
H -0.2549 2.2623 1.9700
H -1.7046 2.6973 1.9382
O -3.0281 -1.0805 1.6659
H -2.4155 -0.4791 1.2424
H -2.4828 -1.8091 1.9624
O -0.5813 -0.1862 0.1987
H 0.0567 -0.8988 0.1619
H -0.0629 0.5892 0.4141
O 2.3874 1.3901 0.2634
H 2.4912 0.4587 0.4583
H 3.1354 1.8092 0.6891
O 3.0198 -1.3772 0.5947
H 3.7411 -1.6045 1.1815
H 2.3029 -1.9524 0.8617
O -0.9898 -2.7926 -2.0395
H -1.2808 -3.3983 -1.3578
H -1.4154 -1.9635 -1.8215
```

Charge   +1
Energy relative to the best compared isomer or geometry (same formula, charge and spin)   31.1 kcal/mol
Kohn-Sham gap (spin up / spin down)   0.3989 / 0.1023 Ha
E   -16628.660 eV
Spin multiplicity   2

Atom charges from the Mulliken analysis, given in e for atoms 1 to 2: -0.526 0.368

=====

Molecular formula: C3H10N2O3
Method: DFT, ωB97M-V with the def2-TZVPD basis set

```
18
C3H10N2O3 | the OMol25 dataset | ωB97M-V with the def2-TZVPD basis set
C 1.1027 -0.9897 -0.1900
C 1.4481 -0.0871 -1.3594
C -1.7957 -0.3840 -0.4331
O -1.9463 -1.2135 0.6157
O -1.7577 -0.7207 -1.5870
H -1.7803 -2.1278 0.3105
H 0.6747 -1.9334 -0.5209
H 2.0060 -1.2877 0.3465
H 0.5724 0.0722 -1.9850
H 2.2150 -0.5404 -1.9913
H 1.7956 0.8807 -1.0025
N -0.6043 1.6547 1.4752
N 0.0084 0.6689 1.9676
O 0.2766 2.4293 0.7488
H -0.2665 3.1230 0.3477
H -1.9631 0.6524 -0.0748
H 0.6750 -0.3159 0.8219
H -0.6606 0.1191 2.5101
```

Charge   0
Energy relative to the best compared isomer or geometry (same formula, charge and spin)   100.4 kcal/mol
Kohn-Sham gap   0.3665 Ha
SMILES   [H]/N=N/O.O=CO.CC
E   -12392.383 eV
Spin multiplicity   1

Atom charges from the Mulliken analysis, given in e for atoms 1 to 2: -0.586 -0.831

=====

Molecular formula: C8H10O
Method: DFT, ωB97M-V with the def2-TZVPD basis set

```
19
C8H10O | the OMol25 dataset | ωB97M-V with the def2-TZVPD basis set
C 0.0360 -0.6176 0.5512
C 1.3456 -0.1182 0.7857
C 1.4272 0.8436 -0.3998
C 0.1340 1.6089 -0.4280
C -0.8154 0.6216 0.5618
C -1.7012 -0.2429 -0.5244
C -0.1715 -0.6992 -0.8879
C 0.5266 0.4317 -1.5384
H -1.0084 -0.9582 2.3136
H 1.6095 0.4779 1.6269
H 2.2174 -0.8328 0.7595
H 2.3269 1.4191 -0.3776
H -0.2848 2.6122 -0.8157
H -1.3763 1.2617 1.4032
H -2.0663 -1.2264 0.0451
H -2.2456 0.1056 -1.2789
H -0.1540 -1.7209 -1.2531
H 0.4051 0.4655 -2.6373
O -0.5138 -1.5714 1.4366
```

Charge   0
Energy relative to the best compared isomer or geometry (same formula, charge and spin)   131.6 kcal/mol
Kohn-Sham gap   0.3579 Ha
SMILES   O[C@]12C[C@H]3[C@@H]4[C@H]3[C@H]1C[C@@H]42
E   -10499.896 eV
Spin multiplicity   1

Atom charges from the Mulliken analysis, given in e for atoms 1 to 2: 0.061 -0.599

=====

Molecular formula: ClFH2Si
Method: DFT, ωB97M-V with the def2-TZVPD basis set

```
5
ClFH2Si | the OMol25 dataset | ωB97M-V with the def2-TZVPD basis set
F -0.7154 0.3581 -1.2686
Si -1.0622 1.4692 -0.0328
Cl 0.9712 -1.8767 0.6240
H -0.0424 0.9022 0.6974
H 0.8488 -0.8528 -0.0200
```

Charge   0
Energy relative to the best compared isomer or geometry (same formula, charge and spin)   78.7 kcal/mol
Kohn-Sham gap   0.3175 Ha
E   -23149.386 eV
Spin multiplicity   1

Atom charges from the Mulliken analysis, given in e for atoms 1 to 2: -0.298 0.442

=====

Molecular formula: C7H7F6N2
Method: DFT, ωB97M-V with the def2-TZVPD basis set

```
22
C7H7F6N2 | the OMol25 dataset | ωB97M-V with the def2-TZVPD basis set
C 1.1611 0.9581 0.1393
C -0.7295 0.0350 0.5396
C -0.2179 -0.4957 -0.7689
C 0.1256 1.4490 2.3520
C 2.0579 -0.2100 -1.8181
C -1.9710 -0.4316 1.2375
C -0.9217 -1.2834 -1.8120
N 0.1231 0.9095 1.0168
N 1.0698 0.1190 -0.8698
F -3.0809 -0.3159 0.5108
F -1.6772 -1.7483 1.5072
F -2.1961 0.3096 2.3521
F -2.1605 -1.6484 -1.4128
F -1.0856 -0.6376 -2.9473
F -0.1661 -2.3706 -2.1296
H 2.0039 1.5832 0.2546
H 0.3334 0.5675 3.1163
H 0.9329 2.2262 2.2860
H -0.7289 1.8865 2.6086
H 2.5212 -1.1415 -1.4457
H 1.7664 -0.3515 -2.8723
H 2.8402 0.5911 -1.8442
```

Charge   +1
Energy relative to the best compared isomer or geometry (same formula, charge and spin)   0.0 kcal/mol
Kohn-Sham gap   0.3845 Ha
SMILES   Cn1c[n+](C)c(C(F)(F)F)c1C(F)(F)F
E   -26650.144 eV
Spin multiplicity   1

Atom charges from the Mulliken analysis, given in e for atoms 1 to 2: -0.180 0.087

=====

Molecular formula: C3H34N2O14
Method: DFT, ωB97M-V with the def2-TZVPD basis set

```
53
C3H34N2O14 | the OMol25 dataset | ωB97M-V with the def2-TZVPD basis set
C -0.3703 2.1708 0.0463
N -0.3298 0.7360 -0.2851
C 1.0188 0.1976 -0.1194
C 1.0507 -1.2704 -0.4367
N 1.7330 -1.5671 -1.5589
O 0.5356 -2.1770 0.2350
H 0.1313 2.8789 -0.6256
H -0.0872 2.3149 1.0956
H -1.4401 2.4906 0.0330
H -1.0940 0.3139 0.2317
H 1.4329 0.3412 0.9271
H 1.7156 0.9266 -0.5934
H 2.1118 -0.8034 -2.0927
H 1.8463 -2.5226 -1.8577
H 3.3384 4.0732 1.2142
H 2.8475 2.7111 0.5194
O 2.9794 3.1963 1.3456
H -1.5913 -0.8003 4.4303
H -0.3581 -1.4651 3.8529
O -1.2483 -1.6764 4.1776
H 0.5041 1.1995 -3.1838
H 1.5109 1.8769 -4.1489
O 1.5143 1.4317 -3.2918
H -1.1869 -1.9696 0.9848
H -1.6219 -1.4458 2.3215
O -1.6847 -1.2149 1.3663
H -4.3194 -2.6165 -0.0578
H -3.1873 -1.5724 0.3718
O -3.5616 -2.1036 -0.3554
H 1.2194 -2.0940 1.9780
H 2.1389 -2.5135 3.1536
O 1.7264 -1.7447 2.7378
H -1.0651 0.7144 2.7473
H -0.2634 1.4198 3.8700
O -1.1221 1.0261 3.6610
H -0.8410 -0.2467 -3.0398
H -1.0002 0.8416 -1.9604
O -0.9758 0.7188 -2.9676
H -0.3760 -4.9850 -0.6014
H -0.0866 -3.5456 -0.6155
O -0.2582 -4.2837 -1.2567
H 2.2825 2.2911 -2.0947
H 3.0129 3.6634 -1.8863
O 2.6946 2.8806 -1.4089
H -3.2776 2.3376 -3.1251
H -2.8043 0.9844 -3.6610
O -3.5509 1.5912 -3.6615
H 1.9789 1.9639 3.0286
H 1.7813 0.4213 2.9187
O 1.7265 1.1726 3.5308
H -1.6105 -2.6968 -2.4176
H -2.0504 -1.7948 -1.3447
O -1.4692 -1.7766 -2.1305
```

Charge   0
Energy relative to the best compared isomer or geometry (same formula, charge and spin)   7.7 kcal/mol
Kohn-Sham gap   0.3694 Ha
E   -35310.214 eV
Spin multiplicity   1

Atom charges from the Mulliken analysis, given in e for atoms 1 to 2: -0.929 0.222

=====

Molecular formula: C42H47AsInN2OS3
Method: DFT, ωB97M-V with the def2-TZVPD basis set

```
97
C42H47AsInN2OS3 | the OMol25 dataset | ωB97M-V with the def2-TZVPD basis set
In 0.2369 -1.5353 -2.5518
S 2.9850 -1.2039 -0.9127
C 3.2850 -0.1280 0.3552
N 4.2395 0.7501 0.4187
C 4.3214 1.6240 1.6006
C 3.9584 0.8260 2.8234
N 2.6193 0.2274 2.6373
C 1.6902 0.1609 3.7761
C 0.6831 1.2965 3.7664
C -0.6661 1.0174 3.9387
C -1.6009 2.0445 3.9797
C -1.1929 3.3623 3.8303
C 0.1563 3.6501 3.6545
C 1.0889 2.6220 3.6257
C 2.3342 -0.2784 1.4682
S 0.9884 -1.1939 1.0537
C 5.2659 0.9210 -0.6300
C 6.6305 0.5727 -0.0856
C 7.6378 1.5282 -0.0540
C 8.8775 1.2128 0.4881
C 9.1133 -0.0585 0.9864
C 8.1132 -1.0227 0.9388
C 6.8742 -0.7077 0.4046
H 3.6357 2.4642 1.4682
H 5.3353 2.0076 1.6819
H 3.9542 1.4533 3.7095
H 4.6866 0.0258 2.9780
H 2.2907 0.1893 4.6847
H 1.1691 -0.7961 3.7383
H -0.9871 -0.0081 4.0742
H -2.6486 1.8141 4.1347
H -1.9189 4.1653 3.8658
H 0.4857 4.6778 3.5598
H 2.1405 2.8740 3.5273
H 5.2432 1.9580 -0.9678
H 5.0049 0.2749 -1.4666
H 7.4580 2.5200 -0.4581
H 9.6557 1.9642 0.5257
H 10.0826 -0.3051 1.3999
H 8.3079 -2.0223 1.3058
H 6.0992 -1.4694 0.3477
C 1.8389 5.6418 -1.6561
C 1.8180 4.1786 -1.2179
C 0.8480 3.3413 -2.0621
S 0.4427 1.8466 -1.1230
O 0.0931 0.7559 -2.1371
C -1.1035 2.3444 -0.3289
C -2.2551 2.8681 -1.1846
C -2.9215 1.8150 -2.0683
H 2.5176 6.2188 -1.0282
H 0.8448 6.0862 -1.5758
H 2.1717 5.7352 -2.6912
H 1.5151 4.1230 -0.1644
H 2.8225 3.7547 -1.2991
H 1.2918 3.0066 -2.9985
H -0.0641 3.8930 -2.2788
H -0.7847 3.0949 0.4028
H -1.4047 1.4449 0.2144
H -1.9273 3.7023 -1.8049
H -2.9891 3.2729 -0.4863
H -2.2593 1.4833 -2.8657
H -3.8269 2.2195 -2.5202
H -3.2010 0.9434 -1.4720
C -8.1104 -1.5227 -2.0242
C -7.4138 -2.3568 -2.8925
C -6.0531 -2.5519 -2.7361
C -5.4074 -1.9407 -1.6575
C -6.1037 -1.1036 -0.7782
C -7.4590 -0.9090 -0.9553
As -3.5673 -2.2427 -1.2711
C -2.7628 -3.3794 -2.5673
C -2.8859 -3.0432 -3.9205
C -2.2545 -3.8208 -4.8760
C -1.4773 -4.9080 -4.4841
C -1.3280 -5.2194 -3.1351
C -1.9468 -4.4430 -2.1697
C -3.5109 -3.0596 0.4798
C -3.0996 -2.3413 1.5961
C -3.1131 -2.9618 2.8384
C -3.5125 -4.2873 2.9532
C -3.9239 -4.9930 1.8309
C -3.9323 -4.3838 0.5859
H -9.1627 -1.3340 -2.1917
H -7.9333 -2.8571 -3.6993
H -5.5161 -3.1982 -3.4169
H -5.5864 -0.6164 0.0402
H -8.0070 -0.2734 -0.2719
H -3.4824 -2.1907 -4.2246
H -2.3731 -3.5857 -5.9257
H -0.9806 -5.5117 -5.2326
H -0.7360 -6.0750 -2.8352
H -1.8309 -4.6848 -1.1199
H -2.7828 -1.3077 1.5008
H -2.8147 -2.4163 3.7226
H -3.5022 -4.7728 3.9204
H -4.2463 -6.0222 1.9218
H -4.2840 -4.9312 -0.2803
```

Charge   +3
Kohn-Sham gap (spin up / spin down)   0.2016 / 0.1972 Ha
E   -147836.976 eV
Spin multiplicity   1

Atom charges from the Mulliken analysis, given in e for atoms 1 to 2: 0.834 -0.209

=====

Molecular formula: C4H13N2O
Method: DFT, ωB97M-V with the def2-TZVPD basis set

```
20
C4H13N2O | the OMol25 dataset | ωB97M-V with the def2-TZVPD basis set
C 0.6124 -0.7471 0.5780
C -0.7455 -1.1620 0.0540
C -1.9401 -0.4635 0.7547
C -1.9882 1.8313 1.2571
N -1.5063 0.6995 1.5471
N 1.0781 0.5077 -0.0972
H 0.4771 -0.5033 1.6280
H 1.4162 -1.4778 0.5659
H -0.8995 -2.2367 0.1549
H -0.8191 -1.0591 -1.0367
H -2.2048 -1.1724 1.5431
H -2.8448 -0.2295 0.1972
H -2.5534 2.0203 0.3424
H -1.7162 2.6047 1.9692
H 1.4817 0.2782 -1.0128
H 1.8129 0.9575 0.4464
H 0.3304 1.1877 -0.2468
H 3.8670 -0.7952 -2.5467
H 2.9487 -0.1396 -3.5181
O 3.1934 -0.1007 -2.5796
```

Charge   +1
Energy relative to the best compared isomer or geometry (same formula, charge and spin)   51.4 kcal/mol
Kohn-Sham gap   0.3788 Ha
E   -9379.355 eV
Spin multiplicity   1

Atom charges from the Mulliken analysis, given in e for atoms 1 to 2: -0.671 -0.712

=====

Molecular formula: CH5NP2
Method: DFT, ωB97M-V with the def2-TZVPD basis set

```
9
CH5NP2 | the OMol25 dataset | ωB97M-V with the def2-TZVPD basis set
C 0.1774 -1.5334 0.7828
N -0.9201 1.9567 -1.8870
P 0.2653 1.8094 -0.9235
P 1.4291 -0.3009 0.3244
H 0.4114 -2.5703 0.4205
H -1.2689 2.9004 -2.0072
H -0.7257 -1.0571 0.3173
H -0.1145 -1.7405 1.8671
H 0.7460 0.5357 1.1057
```

Charge   0
Energy relative to the best compared isomer or geometry (same formula, charge and spin)   42.0 kcal/mol
Kohn-Sham gap   0.2668 Ha
E   -21182.620 eV
Spin multiplicity   1

Atom charges from the Mulliken analysis, given in e for atoms 1 to 2: -0.762 -0.424